Record 1
14
Properties=species:S:1:pos:R:3 method="wB97M-V/def2-TZVPD" relative_energy_kj_mol=47.00 mol_weight_g_mol=309.9 homo_energy_ev=-9.53 energy_ev=-20478.6406 smiles=CC(C)(I)CI multiplicity=1 gap_ha=0.339
C -0.12670 -0.41245 1.45023
C 0.17380 1.52533 -0.39834
C 0.15462 -0.93338 -0.95022
C -0.39961 0.08908 0.04913
I 2.27933 -1.30570 -0.93710
I -2.70038 -0.09256 -0.33355
H -0.36201 0.19933 2.32534
H 0.98029 -0.51614 1.50237
H -0.51883 -1.43436 1.59772
H 0.32695 1.49513 -1.48294
H 1.16016 1.56018 0.09521
H -0.57062 2.30433 -0.15441
H -0.24843 -1.93616 -0.74946
H -0.14859 -0.54263 -2.01399

***

Record 2
15
Properties=species:S:1:pos:R:3 method="wB97M-V/def2-TZVPD" total_charge=+1 relative_energy_kj_mol=254.23 mol_weight_g_mol=211.0 homo_energy_ev=-14.18 energy_ev=-15349.4716 smiles="C[N@@H+]1CN=C[C@H]1I" multiplicity=1 gap_ha=0.375
C 0.85852 -2.10036 -0.44894
C -0.07702 -0.29265 -1.28547
C 1.02629 -1.07039 0.68379
C -0.44830 1.00993 0.72295
N 0.23070 -1.62935 -1.41087
N 0.54378 0.25315 -0.00604
I 2.99014 -0.71056 1.34577
H 1.25418 -3.08339 -0.17851
H 0.15630 0.10314 -2.23206
H -1.16162 -0.18202 -1.45755
H 0.30901 -1.08637 1.47030
H -1.55473 0.75844 0.62440
H -0.10039 1.14491 1.82019
H -0.39078 2.04633 0.17323
H 1.49276 0.62169 -0.29382

***

Record 3
16
Properties=species:S:1:pos:R:3 method="wB97M-V/def2-TZVPD" total_charge=+1 relative_energy_kj_mol=561.08 mol_weight_g_mol=243.1 homo_energy_ev="-12.82 / -11.44" energy_ev=-26180.1958 multiplicity=1 gap_ha="0.280 / 0.225"
C 3.47471 -0.05746 1.53739
C 1.68679 1.50404 2.04649
C -1.30206 -0.07843 -0.84032
C -2.63748 -0.70451 -1.11303
N -0.47251 0.12548 -1.86116
N -1.05059 0.46025 0.35243
S 0.79601 1.66672 0.83478
I 2.13761 -0.24847 3.16214
H 3.71347 -0.79785 0.81451
H 4.30190 0.46355 1.99332
H -2.59988 -1.04205 -2.14973
H -2.68693 -1.65499 -0.49469
H -3.63881 -0.09433 -0.92536
H -0.56864 -0.18639 -2.83189
H 0.49688 0.39333 -1.62242
H -1.65048 0.25112 1.09755

***

Record 4
13
Properties=species:S:1:pos:R:3 method="wB97M-V/def2-TZVPD" total_charge=+1 relative_energy_kj_mol=219.30 mol_weight_g_mol=70.1 homo_energy_ev=-16.64 energy_ev=-5757.5913 smiles="CC=[N+]1CC1" multiplicity=1 gap_ha=0.431
C 2.14240 -0.14000 0.01147
C 0.71565 0.54504 0.09703
C -1.48851 -0.80503 -0.04858
C -1.87877 0.62006 0.05269
N -0.53314 0.19701 0.06302
H 2.98308 0.57001 0.45960
H 2.30299 -1.26624 0.30359
H 0.96379 1.53305 0.06144
H 2.39119 -0.39955 -1.07099
H -1.58056 -1.49051 0.79694
H -1.67872 -1.50535 -0.87184
H -1.97165 1.06189 -0.83453
H -2.36778 1.07964 0.98017

***

Record 5
13
Properties=species:S:1:pos:R:3 method="wB97M-V/def2-TZVPD" total_charge=+1 relative_energy_kj_mol=254.78 mol_weight_g_mol=70.1 homo_energy_ev=-15.95 energy_ev=-5757.2235 smiles="CC1=[N+](C)C1" multiplicity=1 gap_ha=0.431
C 0.54829 -0.32163 -0.03188
C -0.38665 -1.42211 -0.53115
C 2.22134 0.48745 -0.00102
C -1.76839 0.72664 0.42783
N -0.63368 -0.00028 0.01205
H -0.46618 -1.65549 -1.64393
H -0.77571 -2.20663 0.18438
H 2.62857 0.26174 1.00012
H 1.98060 1.55750 -0.18899
H 2.69336 -0.06418 -0.85889
H -1.53369 1.80884 0.59749
H -2.08834 0.21280 1.41205
H -2.41954 0.61534 -0.37805

***

Record 6
13
Properties=species:S:1:pos:R:3 method="wB97M-V/def2-TZVPD" total_charge=+1 relative_energy_kj_mol=278.53 mol_weight_g_mol=70.1 homo_energy_ev=-15.33 energy_ev=-5756.9774 multiplicity=1 gap_ha=0.415
C -0.68136 2.78217 -1.49272
C -1.06908 2.23745 -0.44187
C 0.89112 -2.10314 0.65509
C 0.52247 -0.65038 0.56539
N -0.36675 -0.17417 -0.10984
H -0.17367 2.89061 -2.42087
H 1.89676 -2.36586 0.56057
H 0.31342 -2.87166 0.05205
H -1.60096 2.23538 0.48005
H 0.95847 -0.12254 1.34558
H 0.77766 -2.31457 1.76284
H -0.97872 -0.52950 -0.87958
H -0.48935 0.98621 -0.07668

***

Record 7
13
Properties=species:S:1:pos:R:3 method="wB97M-V/def2-TZVPD" total_charge=+1 relative_energy_kj_mol=174.36 mol_weight_g_mol=70.1 homo_energy_ev=-14.47 energy_ev=-5758.0570 multiplicity=1 gap_ha=0.374
C 0.20420 -0.26016 -1.68261
C 0.59012 -0.89355 -2.86861
C 0.02159 0.74538 2.03694
C -0.95202 0.29431 2.80331
N -0.07788 0.32961 -0.73367
H -0.26698 -1.29765 -3.51922
H 0.94018 -0.22833 -3.60761
H 1.20644 -1.81028 -2.58927
H -0.09234 0.70285 0.16796
H 0.02978 1.66718 1.39077
H 0.98443 0.24024 2.16936
H -0.72607 -0.41567 3.52264
H -1.86145 0.92606 2.91000

***

Record 8
14
Properties=species:S:1:pos:R:3 method="wB97M-V/def2-TZVPD" relative_energy_kj_mol=111.20 mol_weight_g_mol=84.1 homo_energy_ev=-10.36 energy_ev=-7256.7229 smiles=CC(C)(N)C#N multiplicity=1 gap_ha=0.411
C -2.06201 0.02064 -0.09186
C -0.08357 0.61589 -1.06538
C -0.30388 0.30715 1.47625
C -0.63566 -0.25315 0.11814
N -3.16008 0.32907 -0.34741
N -0.28750 -1.64114 -0.14334
H 0.56204 -0.06730 -1.76659
H -0.89236 1.05319 -1.76591
H 0.48950 1.43609 -0.81374
H 0.66245 0.77388 1.61711
H -0.34754 -0.50793 2.17615
H -0.96104 1.09822 1.84204
H 0.62364 -1.59806 -0.43569
H -0.44080 -2.24152 0.65226